# 1
The following is a quantum chemistry calculation of a 10-piece molecular cluster, C25H60O10 overall in a non-equilibrium geometry, from the OMol25 dataset.

## Properties
* total charge: 0
* LUMO: 0.14 eV
* E: -47365.1168 eV
* relative energy (zero: lowest compared OMol25 entry of this formula, charge and spin): 56.17 kcal per mole
* HOMO-LUMO gap: 9.702 eV
* SMILES: C1CCOC1.C1CCOC1.C1CCOC1.C1CCOC1.C1CCOC1.CO.CO.CO.CO.CO

Cartesian coordinates (Å):
C1 6.250 0.725 -3.140
C2 6.161 2.256 -2.880
C3 5.339 2.225 -1.648
O1 4.328 1.372 -2.011
C4 4.836 0.286 -2.789
H1 7.078 0.243 -2.621
H2 6.414 0.475 -4.188
H3 5.635 2.837 -3.637
H4 7.176 2.651 -2.860
H5 4.902 3.194 -1.408
H6 5.924 1.908 -0.785
H7 4.224 0.095 -3.671
H8 4.879 -0.644 -2.223
C5 -2.345 -3.690 -3.680
C6 -1.019 -4.285 -3.766
C7 -1.027 -5.432 -2.715
O2 -2.360 -5.992 -2.951
C8 -3.238 -4.990 -3.506
H9 -2.679 -3.040 -4.488
H10 -2.295 -3.073 -2.783
H11 -0.225 -3.561 -3.580
H12 -0.898 -4.721 -4.757
H13 -0.831 -5.022 -1.725
H14 -0.211 -6.081 -3.034
H15 -4.151 -4.789 -2.946
H16 -3.643 -5.360 -4.447
C9 2.789 1.630 6.365
C10 3.246 1.621 4.850
C11 3.624 0.191 4.772
O3 4.436 0.079 5.959
C12 3.990 1.055 6.986
H17 1.861 1.082 6.528
H18 2.632 2.506 6.994
H19 4.109 2.239 4.602
H20 2.338 1.730 4.258
H21 4.276 -0.097 3.947
H22 2.736 -0.441 4.777
H23 4.770 1.789 7.187
H24 3.571 0.594 7.881
C13 -0.792 3.565 -6.185
C14 0.161 2.932 -5.201
C15 0.927 4.182 -4.710
O4 0.087 5.289 -4.856
C16 -1.148 4.763 -5.346
H25 -1.639 2.907 -6.378
H26 -0.316 3.681 -7.158
H27 0.861 2.204 -5.612
H28 -0.444 2.402 -4.464
H29 1.859 4.191 -5.277
H30 1.191 4.102 -3.656
H31 -1.701 5.486 -5.946
H32 -1.836 4.561 -4.525
C17 -2.686 -4.774 2.739
C18 -3.556 -5.732 2.032
C19 -4.765 -4.963 1.635
O5 -4.141 -3.737 1.298
C20 -2.860 -3.511 1.954
H33 -1.659 -5.125 2.839
H34 -2.860 -4.823 3.814
H35 -3.809 -6.618 2.614
H36 -3.011 -6.055 1.145
H37 -5.420 -4.775 2.486
H38 -5.320 -5.354 0.783
H39 -2.740 -2.642 2.602
H40 -2.120 -3.461 1.155
C21 -2.101 6.483 1.668
O6 -3.153 5.604 1.248
H41 -2.256 6.890 2.667
H42 -1.056 6.203 1.541
H43 -2.309 7.359 1.055
H44 -3.060 4.809 1.777
C22 -2.293 2.185 4.932
O7 -3.153 2.630 3.885
H45 -1.897 1.188 4.740
H46 -1.549 2.949 5.154
H47 -2.800 2.125 5.895
H48 -3.915 2.079 3.693
C23 -5.296 1.019 -0.325
O8 -5.327 0.475 0.959
H49 -6.299 1.270 -0.671
H50 -4.749 1.962 -0.350
H51 -4.796 0.392 -1.063
H52 -5.360 -0.476 0.830
C24 2.945 -3.935 1.035
O9 1.858 -3.212 1.518
H53 2.618 -4.813 0.478
H54 3.545 -3.375 0.317
H55 3.578 -4.061 1.913
H56 1.710 -2.338 1.149
C25 -0.287 1.145 0.310
O10 0.898 0.448 0.427
H57 -0.883 0.605 -0.426
H58 -0.783 1.182 1.280
H59 -0.166 2.181 -0.005
H60 1.468 0.766 -0.277

Force components x, y, z for each atom (eV/Å):
-0.251 0.545 -1.800
1.791 -0.551 -0.914
0.653 1.548 0.506
-2.253 -1.539 0.211
0.869 -0.224 0.660
-0.309 0.150 0.519
0.204 0.229 -0.151
-0.134 -0.415 -0.266
-0.055 0.251 0.520
-0.112 -0.012 0.072
0.013 -0.342 0.271
-0.172 0.383 0.071
-0.319 -0.034 0.327
-2.015 -0.323 0.805
1.826 -0.679 -0.262
-0.825 1.322 -2.299
0.555 0.304 0.807
0.680 1.078 -0.184
0.146 -0.235 -0.181
-0.795 0.002 0.289
0.170 -0.062 -0.090
0.382 -0.156 -0.042
-0.460 -0.318 0.298
-0.457 -0.705 0.461
0.314 -0.179 0.827
0.476 -0.042 -0.382
0.304 1.795 -0.714
-2.485 0.393 0.506
1.254 -0.037 1.009
0.358 -0.485 1.454
-0.420 -2.286 -0.966
0.256 -0.582 -0.346
-0.265 1.023 -0.980
-0.428 0.354 0.092
0.339 0.848 -0.557
-0.135 0.102 -0.082
0.020 -0.306 0.193
0.057 -0.214 -0.012
1.127 -0.611 0.380
-0.375 -1.378 0.260
0.649 -0.375 0.030
0.385 -1.751 1.098
-0.681 0.215 -0.767
-0.725 1.382 -1.271
-0.217 0.092 0.121
0.011 0.921 0.099
-0.050 -0.020 -0.135
0.230 0.241 0.437
0.026 0.799 -0.233
0.192 -0.102 0.126
0.420 0.563 0.013
0.147 -0.598 0.238
1.595 -0.857 1.794
-0.121 -2.607 -0.321
0.901 0.885 0.579
-0.203 2.574 -0.730
-0.450 -1.053 -0.213
0.359 0.031 -0.936
-1.026 1.059 0.177
0.162 -0.114 0.064
-0.246 -0.214 -0.277
-0.360 -0.279 0.086
0.095 0.129 0.014
-0.787 0.366 -0.305
0.091 0.157 0.015
-1.258 1.524 -0.551
1.118 -0.262 0.519
0.027 -0.520 0.416
-0.186 -0.621 -0.167
0.528 0.114 -0.226
-0.237 -0.315 0.068
-1.019 -0.173 0.444
0.632 0.782 -0.104
0.441 0.174 -0.168
0.273 -0.162 -0.779
-0.515 -0.174 0.059
0.199 -0.411 0.419
-0.011 0.965 -0.972
0.257 -0.430 0.414
-0.189 -0.188 -0.170
0.124 0.051 0.406
-0.089 -0.286 0.016
-0.037 -0.151 0.376
0.732 0.908 -0.357
-1.538 0.371 0.492
0.085 -0.403 0.561
0.070 0.275 -0.101
0.225 -0.974 -0.288
0.360 -0.082 -0.316
-1.296 0.282 -0.146
1.711 -0.339 0.273
-0.682 0.316 0.044
-0.127 -0.217 -0.067
0.139 0.092 -0.128
0.335 -0.200 0.022


# 2
The following is a quantum chemistry calculation of C25H61BrGaN2O10S7 as an isolated structure in a non-equilibrium geometry, from the OMol25 dataset.

## Properties
* total charge: -1
* LUMO: 1.39 eV
* E: -248627.3452 eV
* HOMO-LUMO gap: 5.747 eV

Cartesian coordinates (Å):
C1 6.430 -3.821 -0.673
O1 6.011 -2.754 0.115
C2 6.491 -1.463 -0.290
Ga1 5.137 -0.386 -1.362
Br1 4.089 -1.929 -2.930
C3 3.843 0.694 -0.253
C4 2.865 -0.094 0.642
C5 1.441 0.058 0.152
C6 1.263 -0.711 -1.122
N1 -0.096 -1.216 -1.399
C7 -1.231 -1.233 -0.647
C8 -2.164 -1.824 -1.346
C9 -1.641 -2.196 -2.547
C10 -0.372 -1.805 -2.561
C11 6.171 0.985 -2.521
O2 5.316 2.000 -3.141
N2 4.285 1.459 -3.895
O3 3.256 1.979 -3.660
H1 6.600 -4.671 -0.034
H2 5.689 -4.099 -1.401
H3 7.357 -3.611 -1.185
H4 7.400 -1.555 -0.869
H5 6.744 -0.926 0.604
H6 3.281 1.403 -0.827
H7 4.451 1.275 0.406
H8 2.883 0.328 1.627
H9 3.112 -1.136 0.720
H10 1.303 1.105 -0.026
H11 0.759 -0.284 0.893
H12 1.893 -1.563 -1.036
H13 1.570 -0.131 -1.957
H14 -1.253 -0.804 0.313
H15 -3.169 -2.011 -1.079
H16 -2.126 -2.708 -3.336
H17 0.359 -1.900 -3.313
H18 6.764 0.469 -3.261
H19 6.822 1.536 -1.873
C12 -0.127 4.600 -5.521
S1 0.266 3.979 -3.882
O4 -0.709 4.602 -2.945
C13 1.808 4.873 -3.703
H20 -1.089 4.184 -5.810
H21 -0.186 5.689 -5.499
H22 0.640 4.271 -6.222
H23 1.622 5.943 -3.803
H24 2.512 4.527 -4.458
H25 2.204 4.648 -2.716
C14 -6.698 -4.973 0.299
S2 -6.059 -3.994 -1.067
O5 -4.636 -4.349 -1.236
C15 -6.122 -2.423 -0.209
H26 -6.713 -6.013 -0.018
H27 -6.045 -4.859 1.164
H28 -7.711 -4.647 0.536
H29 -5.521 -2.468 0.701
H30 -7.159 -2.183 0.029
H31 -5.716 -1.664 -0.875
C16 5.041 4.858 1.573
S3 5.685 3.804 0.266
O6 6.537 2.785 0.917
C17 6.795 5.038 -0.426
H32 4.350 4.261 2.163
H33 5.860 5.208 2.202
H34 4.511 5.702 1.128
H35 7.496 5.372 0.340
H36 6.211 5.877 -0.804
H37 7.335 4.569 -1.245
C18 -1.859 -1.417 4.683
S4 -1.246 -0.535 3.245
O7 0.178 -0.911 3.091
C19 -1.284 1.097 3.991
H38 -1.881 -2.476 4.436
H39 -1.192 -1.247 5.529
H40 -2.869 -1.082 4.909
H41 -0.661 1.098 4.887
H42 -2.313 1.358 4.234
H43 -0.898 1.806 3.263
C20 -1.786 6.125 0.013
S5 -2.854 5.477 1.301
O8 -2.495 4.056 1.522
C21 -4.348 5.488 0.304
H44 -0.772 6.157 0.406
H45 -1.815 5.484 -0.869
H46 -2.112 7.135 -0.239
H47 -4.197 4.869 -0.580
H48 -4.584 6.513 0.019
H49 -5.155 5.080 0.909
C22 -6.983 -2.919 5.774
S6 -6.343 -1.985 4.379
O9 -4.922 -2.346 4.208
C23 -6.399 -0.386 5.196
H50 -6.993 -3.969 5.493
H51 -6.335 -2.775 6.639
H52 -7.997 -2.588 5.994
H53 -5.793 -0.417 6.102
H54 -7.433 -0.138 5.434
H55 -5.994 0.352 4.507
C24 0.540 -5.724 -1.994
S7 -0.422 -6.449 -0.667
O10 -0.006 -7.875 -0.540
C25 -1.988 -6.447 -1.538
H56 1.575 -5.675 -1.666
H57 0.460 -6.349 -2.884
H58 0.173 -4.716 -2.193
H59 -1.903 -7.037 -2.451
H60 -2.275 -5.420 -1.768
H61 -2.734 -6.888 -0.882

Force components x, y, z for each atom (eV/Å):
-0.107 0.001 0.162
0.158 0.208 0.473
-1.004 -0.011 -0.697
0.350 0.678 0.275
-0.012 -0.082 -0.083
-0.139 -1.343 0.057
-0.131 0.815 -0.477
0.332 -0.211 -0.282
-1.087 -0.288 0.662
1.148 1.019 0.724
2.578 1.587 1.690
-3.572 -1.088 0.000
-0.962 -1.264 -2.131
1.463 0.048 -0.823
-0.717 -1.016 -0.063
-0.542 0.419 0.174
0.514 -0.598 0.306
-0.019 0.560 -0.244
0.068 -0.493 0.414
-0.427 -0.053 -0.567
0.502 0.172 -0.308
0.538 -0.222 -0.216
0.141 0.353 0.638
-0.306 0.503 -0.602
0.816 0.448 0.332
0.123 0.085 0.842
0.197 -0.656 0.135
-0.517 0.805 0.004
-0.546 -0.266 0.694
0.586 -0.847 -0.283
0.350 0.371 -0.877
-0.014 0.358 0.885
-0.744 -0.097 0.530
-0.478 -0.358 -0.557
0.798 -0.066 -0.642
0.300 0.012 -0.561
0.373 0.520 0.299
0.010 0.110 -0.095
0.051 -0.322 0.049
-0.127 0.269 0.062
0.078 0.161 -0.011
-0.019 -0.035 0.027
0.004 -0.005 0.045
0.005 -0.030 -0.004
-0.061 -0.021 0.004
0.024 -0.058 0.033
0.008 -0.081 0.000
0.009 -0.039 0.146
-0.361 0.048 -0.131
0.263 -0.146 0.009
0.024 0.192 0.171
0.017 -0.012 -0.038
0.035 0.020 -0.025
-0.005 0.004 -0.023
0.037 -0.054 -0.024
-0.007 -0.014 -0.027
0.019 -0.018 -0.043
0.009 0.110 0.100
-0.219 -0.016 -0.243
0.234 -0.040 0.171
0.073 0.124 -0.004
-0.014 -0.048 -0.021
0.023 -0.038 -0.016
-0.025 -0.012 -0.011
-0.012 -0.045 0.023
-0.010 -0.009 -0.031
-0.027 -0.048 -0.020
-0.017 0.029 0.158
-0.195 -0.054 -0.009
0.186 -0.022 0.084
0.018 0.104 0.106
-0.028 -0.011 -0.056
0.077 0.042 -0.074
-0.051 -0.064 -0.045
0.013 -0.033 -0.031
-0.026 0.011 -0.022
-0.005 0.005 -0.065
0.058 -0.059 -0.173
-0.029 0.206 0.002
0.031 -0.153 0.070
-0.109 -0.017 -0.086
0.015 -0.021 0.046
0.041 -0.049 0.039
-0.006 0.018 0.040
0.049 -0.017 0.015
-0.002 0.011 0.007
0.010 -0.010 0.036
0.028 -0.059 0.116
-0.490 0.107 -0.140
0.309 -0.089 0.069
0.044 0.088 0.067
0.015 -0.014 -0.038
0.032 0.010 -0.021
-0.013 0.005 -0.021
0.019 -0.032 -0.011
-0.013 0.001 -0.016
0.010 -0.014 -0.040
0.033 0.064 -0.085
-0.030 0.088 0.070
0.032 -0.122 -0.048
-0.105 0.121 -0.130
0.019 0.005 0.039
-0.020 -0.037 0.021
-0.010 0.023 0.035
0.088 -0.025 0.025
-0.029 0.011 0.057
0.001 0.006 0.048


Q: The lowest LUMO belongs to which entry?
A: C25H60O10